No. 1
{
  "formula": "H6NP3",
  "method": "wB97M-V/def2-TZVPD",
  "multiplicity": 3,
  "orbital_gap_ha": [0.1814, 0.2699],
  "de_lowest_kj_mol": 132.8,
  "homo_ev": [-4.702, -9.710],
  "fmax_ha_per_bohr": 0.088,
  "species": ["N", "P", "P", "P", "H", "H", "H", "H", "H", "H"],
  "positions_angstrom": [[0.87, 1.67, -0.03], [0.09, -0.96, 1.87], [-0.18, -0.64, -1.81], [-0.07, 0.42, 0.20], [1.63, 1.48, 1.07], [-0.43, -2.08, 1.28], [1.44, -1.46, 1.70], [1.29, -0.40, -1.84], [-0.54, 0.67, -2.24], [-1.50, 0.72, 0.37]]
}

---

No. 2
{
  "formula": "C2H3F2OP",
  "method": "wB97M-V/def2-TZVPD",
  "orbital_gap_ha": [0.3091, 0.3092],
  "de_lowest_kj_mol": 606.8,
  "homo_ev": [-8.440, -8.440],
  "fmax_ha_per_bohr": 0.105,
  "species": ["C", "C", "O", "F", "F", "P", "H", "H", "H"],
  "positions_angstrom": [[-0.67, -1.49, -0.40], [1.35, -0.36, -0.20], [-1.65, -0.79, -0.32], [1.99, -1.07, -1.18], [1.93, -0.76, 1.00], [1.16, 1.44, -0.29], [-0.55, -2.56, -0.29], [0.95, 1.68, -1.67], [-0.09, 1.58, -0.09]]
}

---

No. 3
{
  "formula": "C19H20N2O2PdSSi2",
  "method": "wB97M-V/def2-TZVPD",
  "orbital_gap_ha": 0.2628,
  "de_lowest_kj_mol": 0.0,
  "homo_ev": -8.116,
  "fmax_ha_per_bohr": 0.044,
  "species": ["Pd", "C", "Si", "C", "C", "C", "C", "C", "C", "C", "Si", "C", "C", "H", "H", "H", "H", "H", "H", "H", "H", "H", "H", "H", "H", "H", "H", "H", "H", "O", "C", "N", "C", "O", "C", "C", "C", "C", "C", "C", "H", "H", "H", "H", "S", "C", "N"],
  "positions_angstrom": [[-0.51, -0.58, -1.46], [-2.90, 0.04, 1.21], [-2.18, 0.63, -0.40], [-3.47, 0.89, -1.71], [-1.23, 2.23, -0.12], [-1.91, 3.30, 0.45], [-1.28, 4.52, 0.68], [0.05, 4.67, 0.34], [0.74, 3.61, -0.22], [0.12, 2.38, -0.46], [1.14, 1.01, -1.24], [1.63, 1.50, -2.97], [2.58, 0.60, -0.13], [-3.57, 0.85, 1.52], [-2.14, -0.11, 1.96], [-3.50, -0.87, 1.11], [-4.14, 1.66, -1.32], [-4.06, 0.00, -1.93], [-3.03, 1.24, -2.64], [-2.96, 3.20, 0.72], [-1.83, 5.34, 1.12], [0.56, 5.61, 0.52], [1.79, 3.75, -0.48], [2.23, 2.42, -2.86], [0.75, 1.72, -3.58], [2.23, 0.76, -3.49], [3.18, 1.51, -0.03], [3.22, -0.19, -0.53], [2.23, 0.31, 0.85], [0.04, -0.25, 2.04], [0.40, -1.25, 1.46], [0.31, -1.48, 0.10], [0.96, -2.66, -0.25], [1.11, -3.04, -1.39], [1.42, -3.30, 1.02], [2.06, -4.50, 1.24], [2.35, -4.82, 2.56], [2.01, -3.97, 3.61], [1.37, -2.76, 3.37], [1.08, -2.45, 2.06], [2.31, -5.16, 0.42], [2.85, -5.76, 2.78], [2.25, -4.26, 4.62], [1.09, -2.09, 4.17], [-2.36, -2.28, -5.26], [-1.72, -1.34, -4.13], [-1.26, -0.62, -3.32]]
}

---

No. 4
{
  "formula": "ClNO2",
  "method": "wB97M-V/def2-TZVPD",
  "orbital_gap_ha": [0.3190, 0.3125],
  "smiles": "O=NOCl",
  "de_lowest_kj_mol": 113.5,
  "homo_ev": [-10.741, -10.415],
  "fmax_ha_per_bohr": 0.076,
  "species": ["N", "O", "O", "Cl"],
  "positions_angstrom": [[-0.09, -0.50, 0.42], [-0.15, -1.54, 0.97], [0.03, 0.01, -0.61], [0.21, 2.03, -0.78]]
}

---

No. 5
{
  "formula": "C15H30IrN4O6",
  "method": "wB97M-V/def2-TZVPD",
  "orbital_gap_ha": 0.3025,
  "charge": 3,
  "de_lowest_kj_mol": 205.4,
  "homo_ev": -17.987,
  "fmax_ha_per_bohr": 0.064,
  "species": ["Ir", "C", "N", "C", "C", "O", "C", "O", "C", "C", "O", "N", "C", "C", "H", "H", "H", "H", "H", "H", "H", "H", "H", "H", "H", "H", "H", "H", "H", "H", "C", "C", "N", "O", "H", "H", "H", "H", "H", "O", "C", "O", "C", "N", "C", "C", "C", "H", "H", "H", "H", "H", "H", "H", "H", "H"],
  "positions_angstrom": [[-0.15, -1.15, -0.04], [0.99, 0.23, 4.45], [1.94, 0.22, 3.33], [3.30, 0.69, 3.66], [1.62, -0.31, 2.18], [0.45, -0.71, 1.93], [2.69, -0.47, 1.11], [2.06, -1.09, -0.01], [2.71, -0.96, -1.28], [1.63, -0.78, -2.32], [0.44, -1.11, -2.03], [1.95, -0.32, -3.49], [0.94, -0.17, -4.55], [3.34, 0.02, -3.87], [0.83, 1.25, 4.79], [1.42, -0.35, 5.27], [0.05, -0.22, 4.15], [3.21, 1.59, 4.25], [3.89, 0.91, 2.77], [3.82, -0.06, 4.26], [3.49, -1.10, 1.48], [3.09, 0.51, 0.83], [3.25, -1.89, -1.50], [3.41, -0.13, -1.28], [-0.06, -0.24, -4.13], [1.06, -0.95, -5.30], [1.07, 0.80, -5.04], [4.05, -0.69, -3.45], [3.59, 1.03, -3.53], [3.42, -0.01, -4.95], [-2.12, -5.03, 0.07], [-1.96, -3.60, -0.28], [-2.84, -3.02, -1.08], [-0.96, -2.98, 0.20], [-3.17, -5.32, 0.07], [-1.68, -5.24, 1.04], [-1.60, -5.63, -0.68], [-3.61, -3.54, -1.45], [-2.74, -2.05, -1.33], [-0.20, 0.97, -0.39], [-1.45, 0.95, -0.40], [-2.05, -0.16, -0.22], [-2.25, 2.22, -0.64], [-3.64, 2.03, -0.04], [-3.74, 2.95, 1.17], [-2.29, 3.25, 1.52], [-1.66, 3.41, 0.13], [-2.30, 2.37, -1.71], [-3.73, 1.05, 0.22], [-4.38, 2.23, -0.71], [-4.32, 2.47, 1.96], [-4.25, 3.85, 0.86], [-1.83, 2.41, 2.05], [-2.21, 4.14, 2.13], [-0.58, 3.37, 0.12], [-1.97, 4.35, -0.33]]
}

---

No. 6
{
  "formula": "C5H16NO2",
  "method": "wB97M-V/def2-TZVPD",
  "orbital_gap_ha": 0.1526,
  "charge": 1,
  "de_lowest_kj_mol": 711.9,
  "homo_ev": -13.787,
  "fmax_ha_per_bohr": 0.079,
  "species": ["C", "C", "C", "C", "C", "N", "H", "H", "H", "H", "H", "H", "H", "H", "H", "H", "H", "H", "H", "H", "O", "H", "H", "O"],
  "positions_angstrom": [[2.30, 0.61, 0.03], [1.44, -0.70, -0.08], [0.00, -0.39, 0.14], [-0.80, -1.44, -0.56], [-0.39, -0.16, 1.56], [1.73, 1.77, -0.74], [3.27, 0.29, -0.38], [2.45, 0.87, 1.10], [1.58, -0.84, -1.17], [1.87, -1.53, 0.48], [-0.36, -2.37, -0.13], [-1.86, -1.52, -0.31], [-0.19, -1.01, 2.20], [-1.46, 0.04, 1.56], [0.12, 0.73, 2.00], [-0.09, 0.56, -0.42], [1.32, 1.19, -2.00], [2.50, 2.49, -0.81], [-5.33, -0.04, 1.52], [-4.57, 1.11, 2.30], [-4.43, 0.38, 1.61], [-0.67, -1.49, -1.66], [0.68, 1.00, -3.50], [0.88, 0.47, -2.75]]
}

---

No. 7
{
  "formula": "C5H8O2",
  "method": "wB97M-V/def2-TZVPD",
  "orbital_gap_ha": 0.3804,
  "smiles": "O=C1CC[C@@H]1CO",
  "de_lowest_kj_mol": 118.1,
  "homo_ev": -9.539,
  "fmax_ha_per_bohr": 0.011,
  "species": ["O", "C", "C", "C", "C", "C", "O", "H", "H", "H", "H", "H", "H", "H", "H"],
  "positions_angstrom": [[-0.59, 0.30, -2.27], [-0.68, 1.02, -1.05], [-0.47, 0.02, 0.06], [0.77, -0.92, -0.03], [1.01, -0.75, 1.49], [0.13, 0.49, 1.39], [0.08, 1.54, 1.98], [-0.54, 0.93, -2.99], [-1.65, 1.52, -0.95], [0.10, 1.80, -0.99], [-1.37, -0.57, 0.24], [0.59, -1.93, -0.41], [1.56, -0.45, -0.62], [2.03, -0.61, 1.87], [0.51, -1.54, 2.07]]
}